58
Properties=species:S:1:pos:R:3 method="wB97M-V/def2-TZVPD" spin_multiplicity=5 e_lumo_ev="-2.67 / -2.66" de_lowest_kj_mol=390.6 charge=+1 total_energy_ha=-3385.67652
C -1.39465 0.21959 2.72817
C -1.78028 -0.66125 1.66050
C -1.25374 -1.96288 1.94545
H -2.40829 -0.39812 0.80789
C -0.57238 -1.90849 3.21159
C -0.66013 -0.55791 3.70257
H -0.30353 -0.20642 4.67204
H -1.71742 1.25818 2.82214
H -1.47272 -2.85551 1.36374
H -0.13310 -2.75018 3.74542
Mn 0.37246 -0.58955 1.84673
C 1.20172 -0.20785 -3.24217
H 1.30862 -1.20607 -2.76162
H 1.10060 -0.56778 -4.27931
H 0.26484 0.52740 -3.39129
Si 0.02341 0.25176 -1.78719
C -0.41295 1.98874 -1.39458
C -1.54843 2.27266 -0.62298
H -2.10519 1.46142 -0.14396
C -1.97641 3.59386 -0.48116
H -2.88407 3.80768 0.08846
C -1.24675 4.63189 -1.07618
H -1.60062 5.66137 -0.99295
C -0.04919 4.35491 -1.75343
H 0.54074 5.16962 -2.17918
C 0.39314 3.03241 -1.87762
H 1.35118 2.81103 -2.36070
C -1.36445 -0.95192 -1.82676
C -2.59028 -0.56480 -2.38913
H -2.77078 0.49092 -2.62254
C -3.56880 -1.53137 -2.65796
H -4.51492 -1.23330 -3.12066
C -3.32919 -2.87266 -2.32914
H -4.07508 -3.63527 -2.56534
C -2.14160 -3.24380 -1.67968
H -1.97921 -4.27916 -1.36218
C -1.15773 -2.28179 -1.42849
H -0.22606 -2.56382 -0.91064
H 0.91334 -0.10090 -0.65904
H 2.11767 0.38066 -3.07061
N 1.07150 -3.75941 0.59660
C 2.04907 -2.82179 0.66551
N 1.90694 -1.61811 1.24727
C 3.07565 -0.82284 1.09512
C 4.04801 -1.44502 0.33839
S 3.56326 -3.03097 -0.15729
C 2.94969 0.50915 1.56246
C 3.79493 1.60062 1.46425
S 3.07995 3.01888 2.13278
C 1.63952 2.11622 2.51205
N 1.67898 0.83662 2.09946
N 0.62683 2.70228 3.15735
H 1.34153 -4.63429 0.16145
H 0.39725 -3.81306 1.35709
H 4.99982 -0.98763 0.09525
H 4.78366 1.54970 1.03134
H 0.76945 3.65868 3.45002
H -0.12581 2.15768 3.56269